Record 1
22
Properties=species:S:1:pos:R:3:forces:R:3:mulliken_charge:R:1 method="wB97M-V/def2-TZVPD" orbital_gap_ev=9.33 smiles="C=C/C=C(/C)CCC" de_lowest_kcal_mol=78.30
C 1.3993 -0.9371 2.6511 1.1794 0.1314 -0.3847 -0.642
C 1.1816 0.1202 1.7933 -0.6396 -2.6390 0.2268 -0.229
C -0.2705 0.2422 1.3565 -2.8124 1.1596 1.6513 -0.607
C -1.0402 0.1093 0.2488 1.1646 -1.3326 -0.4601 0.785
C -2.6109 0.1775 0.3040 0.5106 -0.9189 -1.5430 -1.422
C -0.4184 -0.4832 -1.0886 -1.7644 1.2687 0.7046 -0.365
C 0.8289 0.2959 -1.5308 -0.4687 1.7680 1.8931 -0.518
C 1.0714 0.5706 -2.9931 2.0463 -1.1258 -0.9856 -1.084
H 0.5780 -1.2809 3.3144 0.3922 -0.1276 -0.9897 0.247
H 2.3855 -1.5787 2.7297 -1.7551 2.0781 0.1689 0.211
H 2.0306 0.6514 1.3349 -0.6954 -0.4821 -0.2204 0.368
H -1.0855 0.3315 2.1736 2.0413 0.2809 -0.3130 0.184
H -3.0014 0.6673 -0.6513 0.5110 0.0396 1.5098 0.304
H -3.0676 0.5557 1.2398 0.5244 0.1418 -0.6706 0.414
H -3.0347 -0.8500 0.1421 0.5424 0.5217 0.3819 0.305
H -0.1548 -1.5426 -0.8651 -0.5234 0.5936 -0.5100 0.291
H -1.2684 -0.3601 -1.7942 0.6974 -0.6518 -0.1122 0.323
H 1.5720 -0.2759 -1.0104 1.2698 0.2501 -0.0996 0.329
H 0.7498 1.3185 -1.0143 0.2829 -1.3627 -0.5624 0.268
H 0.0774 0.8431 -3.3683 0.5989 0.3472 -0.6174 0.312
H 1.9530 1.3757 -3.1847 -2.3985 -1.7985 0.4296 0.274
H 1.4186 -0.4279 -3.4934 -0.7039 1.8583 0.5027 0.253

Record 2
59
Properties=species:S:1:pos:R:3:forces:R:3:mulliken_charge:R:1 method="wB97M-V/def2-TZVPD" orbital_gap_ev="6.04 / 6.04" total_charge=+2 de_lowest_kcal_mol=5.21
W 0.1503 0.7421 0.4275 1.1900 0.7731 -0.3214 1.568
C 2.8578 -2.8038 1.0621 -0.0227 0.0070 0.0192 -1.804
C 1.9637 -1.7244 0.5462 0.0821 -0.2173 -0.4032 1.427
N 1.5784 -0.6885 1.2221 -0.1115 0.0376 0.0786 0.478
N 2.0031 -0.5876 2.5289 0.0818 0.1284 -0.0625 -0.935
C 2.2805 0.6525 3.0044 -0.0636 -0.2423 0.1019 0.485
N 2.6168 0.7578 4.2761 0.0409 0.1028 -0.0031 -0.321
S 2.1881 1.9535 1.9512 -0.0306 -0.0203 -0.0175 -0.278
C 1.5201 -1.6939 -0.8427 0.1608 -0.0305 0.3945 0.524
C 1.8033 -2.7141 -1.7387 0.0355 -0.0866 -0.1978 -1.172
C 1.4682 -2.5628 -3.0708 0.0655 -0.0949 0.0992 -0.719
C 0.8644 -1.3786 -3.4680 -0.0641 0.1258 -0.0446 -1.190
C 0.5715 -0.4218 -2.5202 0.0646 -0.0581 -0.0438 0.230
N 0.8783 -0.5588 -1.2147 -0.3086 -0.1231 -0.0575 0.272
H 3.4511 -2.4638 1.9075 -0.0084 0.0191 0.0026 0.459
H 3.5555 -3.1229 0.2909 -0.0167 -0.0005 -0.0154 0.515
H 2.2810 -3.6802 1.3698 -0.0025 0.0121 0.0142 0.356
H 1.9812 -1.4085 3.1140 -0.0326 -0.0051 0.0209 0.317
H 2.6306 -0.0244 4.9117 -0.0110 -0.0007 0.0027 0.205
H 2.7590 1.6776 4.6637 0.0053 -0.0020 0.0209 0.288
H 2.2909 -3.6129 -1.3913 -0.0136 -0.0111 -0.0248 0.499
H 1.6834 -3.3439 -3.7873 0.0000 0.0046 0.0126 0.491
H 0.6011 -1.1994 -4.5013 0.0042 0.0004 0.0112 0.492
H 0.0633 0.4888 -2.8070 -0.0285 -0.0127 -0.0238 0.469
N 1.4028 2.0873 -0.9412 -0.1337 -0.0291 0.1081 -0.510
C 1.0437 3.5239 -0.8982 0.0637 -0.0551 -0.0615 -0.823
C 0.1260 3.7914 0.2694 -0.1999 0.0188 0.2407 0.633
O -0.1290 4.9181 0.6166 0.0385 -0.0121 -0.0435 -0.603
N -0.4166 2.6530 0.8326 -0.1410 0.1140 -0.0502 -0.323
C -1.2026 2.8770 2.0418 -0.0425 0.0028 -0.0588 -0.656
C -0.8586 1.7556 2.9927 0.0160 -0.2214 -0.1264 0.325
O -0.8945 1.7874 4.1834 -0.0734 -0.0220 0.0616 -0.597
O -0.4622 0.6559 2.3101 -0.1034 0.1304 0.6390 -0.766
H 2.3326 1.9668 -0.5501 0.0675 -0.0129 -0.0191 0.375
H 1.4767 1.7778 -1.9028 -0.0701 -0.0341 -0.0393 0.342
H 0.5249 3.8022 -1.8144 0.0383 0.0281 -0.0265 0.435
H 1.9227 4.1598 -0.8188 0.0152 0.0038 0.0273 0.423
H -2.2771 2.8388 1.8393 -0.0300 0.0215 0.0098 0.258
H -0.9774 3.8451 2.4808 0.0024 0.0277 0.0079 0.524
C -2.8102 2.1374 -2.6171 0.0435 0.1061 0.0301 -1.088
C -3.4206 0.9699 -3.0495 -0.0166 -0.0646 -0.0049 -0.856
C -3.1024 -0.2036 -2.3975 -0.0679 0.0083 -0.0979 -1.001
C -2.1713 -0.1868 -1.3707 -0.0033 -0.2509 0.1785 1.224
N -1.5241 0.9345 -0.9835 -0.2155 0.0535 -0.2447 0.158
C -1.8828 2.0814 -1.6001 0.0067 -0.0610 -0.0673 -0.061
C -1.9148 -1.3438 -0.5066 -0.0812 0.1840 -0.1627 0.533
C -2.5312 -2.5757 -0.6385 -0.0576 -0.1332 0.0465 -0.996
C -2.3672 -3.5199 0.3602 -0.0572 0.0061 -0.0957 -0.756
C -1.6206 -3.1844 1.4786 0.0640 0.0397 0.0947 -1.132
C -1.0032 -1.9513 1.5267 -0.0656 -0.0607 -0.0328 -0.064
N -1.1117 -1.0565 0.5314 -0.0462 -0.1019 0.0955 0.401
H -3.0512 3.0979 -3.0512 0.0004 -0.0166 -0.0004 0.534
H -4.1454 0.9816 -3.8522 0.0057 -0.0051 0.0149 0.491
H -3.5929 -1.1277 -2.6644 -0.0021 0.0111 -0.0100 0.457
H -1.4254 2.9834 -1.2411 0.0064 0.0408 0.0064 0.502
H -3.1594 -2.7866 -1.4911 0.0111 -0.0104 0.0124 0.478
H -2.8477 -4.4861 0.2851 0.0050 0.0113 -0.0040 0.515
H -1.5240 -3.8620 2.3153 0.0022 0.0046 -0.0118 0.498
H -0.4466 -1.6237 2.3908 0.0046 -0.0273 0.0210 0.469

Record 3
16
Properties=species:S:1:pos:R:3:forces:R:3:mulliken_charge:R:1 method="wB97M-V/def2-TZVPD" orbital_gap_ev=5.33 de_lowest_kcal_mol=99.54
C 1.1737 -0.5274 -0.9177 1.4571 -0.2951 -0.3497 -0.312
S 2.2450 -0.3229 0.4254 -0.7990 0.4382 -0.0526 -0.027
S -1.5570 0.7525 0.6443 0.7983 -0.0066 -0.5105 -0.240
C -0.0635 1.2504 1.4314 -0.1381 -0.3553 -0.0440 -0.639
H 1.5471 -0.0341 -1.8063 -0.2067 0.4315 -0.0949 0.307
H 0.9884 -1.5706 -1.1329 -0.4620 -0.2375 0.2583 0.390
H 0.1567 -0.0932 -0.6827 -0.6598 0.1361 0.5035 -0.456
H 0.6782 1.5880 0.6798 0.0630 0.1113 0.1362 0.270
H -0.2615 2.0879 2.0945 0.2375 0.2310 0.1389 0.350
H 0.3518 0.4380 2.0308 0.0682 -0.0435 0.1608 0.289
H -1.0550 -1.3376 0.3543 -0.1564 -0.8622 0.0466 0.335
H -0.8884 -2.7594 0.9682 -0.0680 0.1696 -0.1382 0.298
O -0.9176 -2.2867 0.1271 0.0097 0.1048 0.2572 -0.608
H -1.7278 1.1203 -3.0920 -0.0960 0.0443 0.1023 0.288
H -1.2220 0.8969 -1.6388 -0.2784 0.1852 -0.2756 0.339
O -0.9898 0.7903 -2.5747 0.2308 -0.0517 -0.1384 -0.581

Record 4
8
Properties=species:S:1:pos:R:3:forces:R:3:mulliken_charge:R:1 method="wB97M-V/def2-TZVPD" orbital_gap_ev="8.74 / 8.74" de_lowest_kcal_mol=106.72
C 0.1183 0.0075 0.2328 -1.7703 0.1021 -0.6801 -0.920
O 0.7850 -0.2156 3.3233 2.1753 0.7421 -5.6084 -0.582
P 1.5274 0.0810 1.3116 -2.4201 -1.1342 6.0884 0.727
Cl 2.9907 -1.1542 0.7316 -0.2911 -0.1428 -0.1513 -0.160
Br 2.3910 2.0087 1.0651 0.1728 0.6881 -0.1055 -0.108
H -0.3374 -0.9803 0.0845 0.6123 0.0042 0.3075 0.317
H -0.7127 0.6171 0.6196 0.4841 -0.2013 0.9305 0.335
H 0.1664 0.4914 -0.7244 1.0371 -0.0582 -0.7811 0.392

Record 5
7
Properties=species:S:1:pos:R:3:forces:R:3:mulliken_charge:R:1 method="wB97M-V/def2-TZVPD" orbital_gap_ev="7.13 / 7.67" spin_multiplicity=3
C 1.6529 1.6207 -0.2155 -1.8730 -0.7346 3.1263 0.201
C 1.7598 -0.6269 1.0150 -1.4750 2.0084 1.3975 0.287
N 2.4288 1.9976 -0.9654 0.8541 0.6847 -1.3329 -0.293
N 2.2613 -1.6593 1.0335 0.8295 -1.4400 -0.2063 -0.300
O -0.8318 0.4823 0.7377 0.4077 0.9334 0.4709 -0.459
P 0.8541 0.8518 1.2707 1.2813 -1.1013 -3.3310 0.217
H -1.3236 1.3340 0.6920 -0.0245 -0.3507 -0.1245 0.348

Record 6
22
Properties=species:S:1:pos:R:3:forces:R:3:mulliken_charge:R:1 method="wB97M-V/def2-TZVPD" orbital_gap_ev="10.97 / 5.52" spin_multiplicity=2 total_charge=+1 de_lowest_kcal_mol=46.38
C 2.4959 -1.7492 0.1692 -1.6301 -0.8152 0.5370 -1.139
C 1.6159 -0.9426 -0.8126 0.6761 0.2209 -1.6670 -0.411
C 0.1077 -1.0306 -0.4692 0.9155 0.4631 0.4831 -0.969
C -0.1661 0.0278 0.6144 -0.2270 -1.7083 2.2413 -0.441
C -0.4297 1.3784 0.0130 -0.0460 0.6848 1.0028 -0.562
C -1.9370 1.4568 -0.4663 -1.8003 -0.2230 -0.8392 -0.493
N -2.7796 1.6457 0.6879 2.7807 -0.9592 0.1068 -0.133
H 1.8180 -1.9290 1.0207 0.2735 -0.4001 -0.0394 0.296
H 3.3782 -1.3548 0.6861 -0.0080 0.3932 -1.0243 0.355
H 2.6809 -2.7107 -0.2977 0.4179 -0.2181 0.3294 0.278
H 1.6436 -1.2598 -1.8865 0.7133 -0.2016 0.9262 0.391
H 2.1069 0.0377 -0.8357 -0.9658 0.4789 -0.0608 0.282
H -0.0410 -2.0611 -0.1608 -0.1737 -0.0221 0.5668 0.410
H -0.5747 -0.9701 -1.3355 0.4271 0.5337 0.1208 0.392
H -0.8072 -0.3702 1.4630 -0.8951 0.6734 -1.3559 0.380
H 0.6387 0.0457 1.3754 0.7631 0.4665 -1.1096 0.322
H 0.2566 1.4879 -0.8370 -0.5960 0.2515 -0.1891 0.269
H -0.3105 2.2416 0.6767 0.4616 -0.2887 0.0090 0.401
H -2.2741 2.1663 -1.2154 0.8327 0.5264 -0.0491 0.370
H -2.0752 0.4658 -0.9061 -0.4305 -0.0880 0.2564 0.326
H -2.6097 0.8796 1.3465 -0.7592 -0.0275 0.1408 0.338
H -2.7377 2.5449 1.1700 -0.7297 0.2592 -0.3860 0.337

Record 7
15
Properties=species:S:1:pos:R:3:forces:R:3:mulliken_charge:R:1 method="wB97M-V/def2-TZVPD" orbital_gap_ev=10.12 smiles="CN(C)CC=O" de_lowest_kcal_mol=49.59
C -1.0255 -0.8341 0.4738 -0.1288 -0.5998 -0.4828 -0.806
N -0.2637 0.3855 0.3687 0.0819 -0.0107 0.0840 -0.106
C -1.0161 1.4542 -0.2803 -0.0070 0.0837 0.0367 -0.948
C 0.9037 0.0204 -0.3947 0.0365 -0.3471 -0.7247 -0.343
C 1.9689 -0.7207 0.3784 0.2979 -0.0587 -0.1523 0.001
O 3.1406 -0.6567 0.0933 -0.5044 -0.0395 0.2292 -0.466
H -0.9042 -1.3671 -0.5363 -1.1197 0.2789 1.1129 0.272
H -2.0593 -0.6205 0.7688 0.2090 -0.2939 -0.1934 0.344
H -0.5629 -1.5092 1.2015 -0.2403 0.1033 0.0113 0.216
H -1.9246 1.6565 0.2978 0.1698 -0.0604 -0.1247 0.342
H -0.4140 2.3689 -0.2846 -0.0887 -0.1608 -0.0426 0.333
H -1.3070 1.2209 -1.3240 0.0781 -0.0455 0.2247 0.341
H 1.3713 0.9046 -0.8392 -0.0694 -0.3194 -0.2119 0.376
H 0.5199 -0.7629 -1.1636 1.1309 1.2943 0.2221 0.220
H 1.6077 -1.3940 1.1854 0.1545 0.1756 0.0114 0.223

Record 8
11
Properties=species:S:1:pos:R:3:forces:R:3:mulliken_charge:R:1 method="wB97M-V/def2-TZVPD" orbital_gap_ev="7.73 / 8.12" de_lowest_kcal_mol=173.04
C -0.5564 -0.1384 1.6921 1.1225 1.4504 -0.4789 -0.398
C 0.4871 -0.8648 1.6989 -1.5746 -0.5617 -1.1880 -0.414
C 0.1516 -0.0685 0.3318 -1.4136 -2.5935 0.5828 0.684
C 0.4253 0.6114 -1.5641 0.2804 0.1514 1.3829 -0.115
C -0.6047 -0.3164 -0.9484 -1.2436 0.5880 1.4425 -0.557
N 1.1336 0.6655 -0.1934 1.1783 2.1493 -1.6850 -0.669
H -1.3745 0.4291 2.0453 -0.6259 0.0923 0.5884 0.437
H 0.8576 -1.8040 2.0235 0.7867 -0.2946 0.2510 0.335
H 1.0411 0.0530 -2.2550 0.3859 0.1998 -0.4493 0.199
H 0.1618 1.6303 -1.9378 0.0318 -0.9076 0.2131 0.263
H -1.7224 -0.1972 -0.8929 1.0721 -0.2738 -0.6595 0.235

Record 9
30
Properties=species:S:1:pos:R:3:forces:R:3:mulliken_charge:R:1 method="wB97M-V/def2-TZVPD" orbital_gap_ev=8.18 total_charge=+1 de_lowest_kcal_mol=81.04
C 0.1571 0.2568 2.6038 2.2280 -0.2901 -2.8437 -1.069
C -0.8804 0.3459 1.5237 -0.8283 3.2091 2.7704 0.607
C -1.0989 1.8463 1.0989 0.2333 -2.6186 -0.7484 -1.199
N -1.7925 -0.5103 1.4969 -0.1724 -1.8514 -0.8541 -0.220
C -2.5315 -1.1322 0.6151 -1.1188 1.4427 -1.3541 0.604
N -2.2596 -1.0733 -0.7177 -0.0208 -0.8723 1.7992 -0.830
N -1.1176 -0.5177 -1.1214 -0.7041 0.5468 -0.6559 -0.061
C 0.0273 -0.6006 -0.6201 0.8201 -1.2732 2.0190 -0.667
N 1.0829 -0.0177 -1.4650 -0.0774 -1.0492 -0.1044 0.246
C 2.2280 0.6602 -0.7812 -1.0620 -0.2684 0.7372 -0.713
C 1.5576 -1.0837 -2.3351 0.7452 -2.0174 -3.3475 -0.737
C -3.9591 -1.5906 1.1059 0.6957 0.3121 -0.8323 0.301
N -4.7339 -2.1213 0.1060 -0.6233 0.5667 0.0480 -0.396
O -4.2593 -1.4429 2.2637 0.2831 -0.3431 -0.4044 -0.533
H 0.4046 -0.7921 2.8376 -0.0736 0.5939 0.2290 0.324
H -0.2405 0.8254 3.4295 0.2690 0.1481 0.3778 0.392
H 1.0486 0.7887 2.0604 -1.0658 -0.8033 1.8293 0.296
H -0.9181 2.4645 1.9387 1.0551 0.7565 0.5904 0.420
H -2.1476 1.9057 1.0189 -1.3276 0.3593 -1.0585 0.417
H -0.5459 2.0547 0.1617 -0.4488 0.3377 0.6713 0.262
H 0.3975 -1.1553 0.2525 -0.0547 -0.0140 -0.4909 0.593
H 0.3984 0.5321 -1.9661 0.5159 1.2789 -1.0687 0.433
H 1.6958 1.4750 -0.2447 1.1413 -0.3636 0.1384 0.258
H 2.6721 -0.1682 -0.1077 -0.4214 1.8039 -1.0287 0.354
H 2.9005 1.0628 -1.5623 -0.2046 -0.3838 0.6730 0.346
H 1.9608 -0.7456 -3.3509 -1.0398 0.2591 1.2977 0.328
H 2.4670 -1.6266 -2.0114 -0.8355 0.2884 0.8680 0.362
H 0.6990 -1.7936 -2.5229 1.2091 0.7416 0.1153 0.305
H -4.7179 -1.6569 -0.8258 0.2445 -0.8012 1.1193 0.283
H -5.6625 -2.3935 0.4608 0.6384 0.3049 -0.4917 0.295

Listing electronic energy for the structures above in their given order: -313.09263 -1981.42304 -1028.90027 -3490.60827 -602.73064 -291.98826 -287.75342 -247.99928 -663.07015 Ha.